No. 1
Below is the molecule C5H10N2, with properties calculated with ωB97M-V with the def2-TZVPD basis set.

Each line ends with the natural charge from an NBO analysis.
Cartesian coordinates (Å):
N  -0.11  1.75  -0.49  -0.409
C  0.12  -0.58  -0.43  0.149
C  -0.37  0.58  0.16  0.057
H  -0.32  -1.47  -2.19  0.366
H  -0.89  -0.18  2.16  0.222
C  0.10  -1.90  0.29  -0.656
H  1.58  2.70  -1.24  0.169
H  0.35  -1.79  1.35  0.220
C  1.20  1.89  -0.61  -0.054
H  -0.89  -2.37  0.21  0.210
H  0.83  -2.59  -0.15  0.225
C  -1.03  0.68  1.51  -0.641
H  0.01  0.16  -2.30  0.376
H  -0.65  1.54  2.07  0.212
H  -2.11  0.82  1.39  0.224
N  0.25  -0.71  -1.83  -0.838
H  1.93  1.48  0.10  0.170

## Properties
Highest occupied orbital energy: -0.2700 hartree
ΔE to the lowest compared entry with this formula, charge and spin: 43.44 kcal/mol
SMILES: C=N/C(C)=C(/C)N
Energy: -305.9546 Ha
LUMO: 0.984 eV
Charge: 0
Frontier orbital gap: 8.33 eV

=====

No. 2
Below is a cluster of 3 separate species, C5H10N2 in total, with properties calculated with ωB97M-V with the def2-TZVPD basis set.

Each line ends with the natural charge from an NBO analysis.
Cartesian coordinates (Å):
H  0.05  -0.61  1.94  0.416
H  -0.43  2.34  0.02  0.243
C  1.85  -0.03  -1.15  -0.492
H  1.97  1.00  -1.46  0.219
C  -3.30  -0.26  -0.22  -0.508
H  1.76  -0.71  -1.99  0.210
H  2.57  -0.34  -0.40  0.203
H  -4.29  -0.59  -0.45  0.209
N  -0.02  0.37  -0.49  -0.303
C  0.22  -0.86  -0.06  0.372
N  0.32  -1.26  1.22  -0.778
C  -2.20  0.17  0.09  -0.367
H  0.12  -1.65  -0.78  0.213
H  -0.19  1.34  1.44  0.204
C  0.16  1.52  0.42  -0.441
H  1.22  1.80  0.45  0.189
H  0.18  -2.24  1.42  0.411

## Properties
Highest occupied orbital energy (alpha / beta): -0.2801 / -0.2800 hartree
ΔE to the lowest compared entry with this formula, charge and spin: 173.66 kcal/mol
Energy: -305.7471 Ha
LUMO (alpha / beta): 0.254 / 0.253 eV
Charge: 0
Frontier orbital gap (alpha / beta): 7.87 / 7.87 eV

=====

No. 3
Below is a cluster of 2 separate species, C5H10N2 in total, with properties calculated with ωB97M-V with the def2-TZVPD basis set.

Each line ends with the natural charge from an NBO analysis.
Cartesian coordinates (Å):
H  0.92  -1.27  -0.64  0.219
H  -0.11  -0.52  -1.79  0.209
N  1.66  0.87  0.38  -0.602
C  -1.45  -1.53  1.04  -0.601
H  1.44  2.03  -1.26  0.149
H  -0.60  -2.04  1.62  0.198
H  -2.11  -1.06  1.80  0.214
C  -0.92  -0.61  -0.02  -0.247
H  -0.32  -2.28  -1.57  0.219
C  -0.11  -1.34  -1.11  -0.620
H  -2.08  -2.35  0.59  0.211
C  -1.06  0.71  -0.03  0.468
H  -0.92  2.65  0.23  0.379
H  2.18  0.64  1.16  0.345
C  2.02  1.79  -0.34  -0.025
N  -1.42  1.84  0.11  -0.653
H  2.88  2.46  -0.17  0.138

## Properties
Highest occupied orbital energy: -0.2685 hartree
ΔE to the lowest compared entry with this formula, charge and spin: 81.55 kcal/mol
SMILES: CC(C)=C=N.C=N
Energy: -305.8939 Ha
LUMO: 0.958 eV
Charge: 0
Frontier orbital gap: 8.26 eV

=====

No. 4
Below is the molecule C5H10N2, with properties calculated with ωB97M-V with the def2-TZVPD basis set.

Each line ends with the natural charge from an NBO analysis.
Cartesian coordinates (Å):
H  1.92  0.67  0.07  0.210
H  0.32  -1.03  -2.17  0.211
H  -1.63  -4.01  -1.29  0.153
H  0.54  0.99  2.07  0.203
H  -0.36  -0.61  0.98  0.208
H  -1.46  2.36  1.40  0.351
C  0.78  0.92  -0.01  -0.467
H  -0.70  3.40  0.49  0.368
N  -0.58  2.73  1.30  -0.841
H  1.41  2.25  1.59  0.181
C  0.16  -0.33  -0.02  -0.173
N  -0.98  -2.08  -0.93  -0.394
C  -0.72  -3.31  -1.27  -0.062
C  0.07  -1.12  -1.10  -0.113
H  0.14  -3.96  -1.46  0.167
H  0.63  1.40  -0.92  0.217
C  0.46  1.72  1.29  -0.218

## Properties
Highest occupied orbital energy: -0.3063 hartree
ΔE to the lowest compared entry with this formula, charge and spin: 80.90 kcal/mol
SMILES: C=N/C=C/CCN
Energy: -305.8949 Ha
LUMO: 0.795 eV
Charge: 0
Frontier orbital gap: 9.13 eV

=====

No. 5
Below is the molecule C5H10N2, with properties calculated with ωB97M-V with the def2-TZVPD basis set.

Each line ends with the natural charge from an NBO analysis.
Cartesian coordinates (Å):
H  -1.50  -0.54  -2.04  0.209
N  -0.02  1.09  -1.32  -0.703
H  0.81  -0.90  -1.80  0.186
H  -1.58  0.36  0.94  0.247
H  0.54  1.39  0.88  0.374
C  -1.96  -0.27  0.12  -0.645
C  -1.09  -0.15  -1.10  -0.079
C  0.93  -0.50  0.35  -0.105
H  2.62  0.87  0.09  0.196
N  0.86  0.55  1.35  -0.594
C  2.16  0.18  0.79  -0.257
H  -3.00  -0.02  -0.08  0.218
H  2.85  -0.32  1.47  0.197
C  0.35  -0.27  -1.04  -0.090
H  -1.04  1.20  -1.67  0.423
H  -1.90  -1.31  0.45  0.224
H  0.72  -1.50  0.73  0.198

## Properties
Highest occupied orbital energy: -0.3256 hartree
ΔE to the lowest compared entry with this formula, charge and spin: 96.54 kcal/mol
SMILES: C[C@H]1N[C@H]1[C@H]1CN1
Energy: -305.8700 Ha
LUMO: 1.025 eV
Charge: 0
Frontier orbital gap: 9.89 eV

=====

No. 6
Below is the molecule C5H10N2, with properties calculated with ωB97M-V with the def2-TZVPD basis set.

Each line ends with the natural charge from an NBO analysis.
Cartesian coordinates (Å):
N  -0.94  1.27  -0.89  -0.579
H  -3.12  -0.74  -0.41  0.215
H  0.94  0.38  -1.41  0.192
H  2.33  -1.01  1.75  0.203
H  2.50  -0.78  -0.05  0.199
H  2.31  1.51  0.15  0.346
H  0.51  0.87  1.59  0.283
H  -1.91  -0.69  0.89  0.212
C  0.17  0.35  -0.63  -0.105
C  -1.16  -0.17  -1.07  -0.067
C  2.07  -0.42  0.88  -0.253
H  -1.91  -2.02  -0.28  0.219
N  2.09  1.02  1.01  -0.583
H  -1.24  -0.43  -2.12  0.196
C  0.76  0.24  0.75  -0.193
C  -2.08  -0.94  -0.16  -0.628
H  -1.32  1.54  0.02  0.342

## Properties
Highest occupied orbital energy: -0.3343 hartree
ΔE to the lowest compared entry with this formula, charge and spin: 76.33 kcal/mol
SMILES: C[C@H]1N[C@H]1[C@H]1CN1
Energy: -305.9022 Ha
LUMO: 1.124 eV
Charge: 0
Frontier orbital gap: 10.22 eV

=====

No. 7
Below is a cluster of 3 separate species, C5H10N2O in total, with properties calculated with ωB97M-V with the def2-TZVPD basis set.

Each line ends with the natural charge from an NBO analysis.
Cartesian coordinates (Å):
H  0.61  -1.16  2.15  0.286
H  2.33  0.12  0.00  0.228
O  1.09  -3.19  -0.34  -1.334
H  1.23  -4.01  -0.82  0.411
C  0.36  0.54  0.91  0.047
N  -0.78  1.17  -2.05  -0.904
H  -0.15  -1.60  0.72  0.285
C  0.79  -1.19  1.07  -0.654
H  0.91  2.18  1.89  0.328
H  -0.62  0.87  0.53  0.331
C  -1.85  1.46  -1.37  0.193
H  -0.65  1.90  -2.74  0.318
H  0.84  -0.33  -0.96  0.316
N  0.96  1.16  2.02  -0.450
H  1.69  -1.82  0.96  0.403
C  -2.58  1.29  -0.32  -0.718
H  -3.60  0.93  -0.34  0.191
C  1.27  -0.07  0.00  -0.276

## Properties
Spin multiplicity: 2
Highest occupied orbital energy (alpha / beta): -0.1306 / -0.1291 hartree
ΔE to the lowest compared entry with this formula, charge and spin: 176.10 kcal/mol
Energy: -380.9600 Ha
LUMO (alpha / beta): 3.550 / 1.440 eV
Charge: -1
Frontier orbital gap (alpha / beta): 7.10 / 4.95 eV

=====

No. 8
Below is a cluster of 2 separate species, C5H10N2O in total, with properties calculated with ωB97M-V with the def2-TZVPD basis set.

Each line ends with the natural charge from an NBO analysis.
Cartesian coordinates (Å):
N  1.07  -1.99  0.12  -0.644
C  1.54  0.68  0.64  -0.434
H  0.92  -2.96  -0.17  0.357
H  -0.88  1.77  1.01  0.231
C  -1.04  0.70  -0.84  0.710
H  0.58  -1.40  -1.86  0.176
H  1.35  1.74  0.77  0.204
H  -2.53  1.61  0.45  0.193
C  -1.57  1.12  0.47  -0.510
H  1.32  0.73  -1.42  0.403
C  -1.52  -0.39  0.55  -0.773
H  2.60  0.47  0.67  0.209
O  -1.41  0.80  -1.99  -0.572
H  -1.49  -0.77  1.56  0.218
N  0.91  0.24  -0.62  -0.564
H  1.11  0.12  1.47  0.247
H  -1.79  -1.30  0.04  0.249
C  0.85  -1.18  -0.83  0.297

## Properties
Highest occupied orbital energy (alpha / beta): -0.2478 / -0.2478 hartree
ΔE to the lowest compared entry with this formula, charge and spin: 137.89 kcal/mol
SMILES: [H]/N=C/NC.O=C1CC1
Energy: -381.0657 Ha
LUMO (alpha / beta): 0.706 / 0.706 eV
Charge: 0
Frontier orbital gap (alpha / beta): 7.45 / 7.45 eV

=====

What is the formula in the sixth record?
C5H10N2

=====

What is the ΔE to the lowest compared entry with this formula, charge and spin in the third record?
81.55 kcal/mol